Computed, not measured: a molecular structure, C14H14F6N3O11PS2TeV in a non-equilibrium geometry, with the ωB97M-V functional and the def2-TZVPD basis.

Atoms and positions in Å:
1 V 0.9116 0.5922 0.9805
2 O 3.8837 -1.5747 1.8073
3 C 3.0513 -0.7256 1.9015
4 O 2.7266 0.1851 0.9719
5 C 2.1630 -0.5071 3.1637
6 O 2.5032 -0.8195 4.2721
7 O 1.0273 0.0851 2.8323
8 N 2.4202 7.7858 2.1362
9 C 2.1999 6.6692 1.9862
10 C 1.9234 5.2644 1.7979
11 C 0.9036 4.6524 2.5149
12 C 0.6704 3.3079 2.3016
13 N 1.3909 2.5924 1.4362
14 C 2.3777 3.1766 0.7532
15 C 2.6778 4.5171 0.9037
16 H 0.3053 5.2085 3.2212
17 H -0.1062 2.7750 2.8345
18 H 2.9356 2.5355 0.0814
19 H 3.4799 4.9659 0.3368
20 F -0.7668 3.8286 -1.1230
21 C -1.8024 2.9868 -1.0497
22 F -2.4434 2.9985 -2.2081
23 F -2.6142 3.4157 -0.0897
24 S -1.1761 1.2663 -0.6582
25 O -1.1954 1.2100 0.8186
26 O 0.2111 1.2977 -1.1021
27 N -2.0659 0.2938 -1.4148
28 S -3.5668 -0.1227 -1.0266
29 O -4.0549 -0.9911 -2.0465
30 O -4.3314 1.0165 -0.6107
31 C -3.4415 -1.2169 0.5032
32 F -3.9413 -0.5745 1.5574
33 F -2.1995 -1.5861 0.7678
34 F -4.1736 -2.3119 0.2914
35 C -1.3663 -1.9054 -3.9442
36 C -0.6023 -2.8728 -3.0698
37 O -0.4614 -2.3101 -1.7617
38 P 0.9475 -2.0402 -1.0413
39 O 0.4997 -1.2016 0.1686
40 Te 2.6100 -1.3146 -2.5171
41 O 1.3687 -3.4752 -0.4626
42 C 0.5026 -4.1187 0.4884
43 C 0.4115 -5.5860 0.1364
44 H -1.4195 -2.2915 -4.9647
45 H -0.8468 -0.9472 -3.9631
46 H -2.3777 -1.7503 -3.5666
47 H 0.3834 -3.0787 -3.4914
48 H -1.1409 -3.8163 -2.9525
49 H -0.4859 -3.6539 0.4789
50 H 0.9349 -3.9732 1.4799
51 H 0.0295 -5.7067 -0.8779
52 H -0.2634 -6.0976 0.8258
53 H 1.3931 -6.0567 0.1927

energy above the lowest of the compared OMol25 structures with the same formula, charge and spin	17.2	kJ/mol
frontier orbital gap (alpha / beta)	5.434 / 5.340	eV
multiplicity	3
charge	-1
<S²>	2.0108